Entry 1:
# C20H61BNO10S10

A 10-piece molecular cluster, C20H61BNO10S10 overall (the ωB97M-V functional and the def2-TZVPD basis, the Open Molecules 2025 dataset).

The highest occupied orbital energy comes out at -0.0827 Ha. As for the frontier orbital gap: 3.60 eV. For the LUMO energy, the calculation gives 1.353 eV. As for the total energy: -152718.480 eV. Its charge is -1. The strongest force on any atom comes out at 0.593 eV/Å.

```
103
Properties=species:S:1:pos:R:3:mulliken_charge:R:1
S 0.74 1.16 -2.09 0.568
S -1.08 -2.06 0.20 0.718
S -6.90 1.76 0.67 0.594
S -0.75 1.49 6.16 0.645
S 6.59 -2.23 -4.00 0.481
S 10.20 2.34 -2.93 0.469
S -2.72 4.86 -1.50 0.489
S -8.08 -6.84 -0.54 -0.311
S -3.46 0.75 3.83 0.566
S 3.83 -1.98 0.46 0.548
O 3.61 -2.63 1.78 -0.658
O 9.91 1.80 -4.28 -0.606
O -7.29 2.90 -0.21 -0.708
O -1.49 4.04 -1.34 -0.518
O 7.17 -2.37 -2.64 -0.578
O 1.72 0.77 -1.04 -0.516
O -5.02 -4.36 -0.36 -0.494
O -1.00 -3.13 -0.84 -0.682
O -1.92 1.21 7.04 -0.640
O -3.69 0.41 2.40 -0.597
N -7.15 -5.43 -0.50 -0.345
C -5.63 0.82 -0.19 -0.819
C -2.84 5.29 -3.24 -0.991
C -4.91 -6.74 -1.26 -0.729
C -2.70 -2.13 0.95 -0.488
C 1.22 0.30 -3.59 -0.864
C -8.19 0.52 0.51 -0.988
C 7.97 -1.93 -5.11 -0.797
C -4.57 2.11 4.22 -1.102
C 9.55 1.15 -1.76 -0.692
C -4.31 -0.48 4.82 -1.105
C 8.97 3.61 -2.61 -0.850
C 0.66 1.76 7.25 -1.020
C 5.91 -0.57 -4.10 -0.566
C 3.83 -0.21 0.76 -0.937
C -3.80 -7.20 -0.30 -0.822
C -0.91 3.19 5.62 -0.763
C -2.32 6.51 -0.93 -1.000
C 5.58 -2.10 0.09 -0.727
C 1.21 2.80 -2.63 -1.023
C -0.17 -2.66 1.63 -0.715
B -5.79 -5.52 -0.69 0.081
H -9.09 0.92 0.97 0.320
H 0.61 0.65 -4.42 0.378
H -4.13 -7.14 0.74 0.240
H -3.80 -1.43 4.67 0.337
H -5.35 -0.57 4.47 0.386
H 4.52 0.00 1.58 0.466
H 2.82 0.07 1.03 0.253
H -1.41 6.86 -1.42 0.299
H -2.73 -1.44 1.79 -0.082
H -4.27 -0.19 5.86 0.398
H 5.82 -3.15 -0.10 0.322
H 0.60 3.08 -3.49 0.368
H 0.40 2.51 8.00 0.308
H -7.27 -7.84 -0.12 0.010
H 10.15 0.25 -1.83 0.314
H -2.93 -3.15 1.28 0.344
H -4.52 2.31 5.30 0.406
H 2.28 0.48 -3.79 0.156
H 0.89 0.82 7.73 0.337
H 2.27 2.80 -2.89 0.353
H -2.16 6.45 0.15 0.303
H -2.92 -6.55 -0.38 0.185
H 1.01 3.48 -1.81 0.270
H 1.51 2.09 6.65 0.354
H -3.43 -1.83 0.21 0.197
H -3.48 -8.23 -0.48 0.337
H 9.06 3.95 -1.58 0.346
H 1.05 -0.76 -3.42 0.342
H 5.80 -1.53 -0.80 0.125
H 0.89 -2.71 1.36 0.062
H -0.31 -1.96 2.46 0.270
H -5.41 -0.08 0.38 0.154
H -1.05 3.83 6.48 0.332
H -3.66 5.99 -3.39 0.404
H 9.17 4.44 -3.29 0.316
H 6.16 -1.73 0.94 0.308
H -0.01 3.47 5.06 0.365
H -4.42 -6.37 -2.18 0.240
H -4.74 1.44 -0.23 0.282
H -3.04 4.37 -3.79 0.309
H -5.58 1.85 3.92 0.380
H -1.77 3.24 4.96 0.112
H 6.67 0.15 -3.78 0.044
H -4.19 -4.38 -0.84 0.193
H 4.11 0.32 -0.15 0.263
H -1.89 5.72 -3.57 0.311
H -4.23 2.98 3.67 0.305
H -5.99 0.58 -1.19 0.479
H 8.58 -1.11 -4.73 0.158
H 7.98 3.21 -2.80 0.243
H 9.60 1.55 -0.74 0.396
H 5.59 -0.37 -5.12 0.422
H 8.51 0.93 -2.03 0.057
H -8.36 0.30 -0.54 0.326
H -5.52 -7.59 -1.58 0.411
H 7.59 -1.69 -6.11 0.362
H 8.56 -2.84 -5.16 0.326
H 5.05 -0.53 -3.43 0.160
H -7.88 -0.39 1.04 0.352
H -0.53 -3.65 1.90 0.384
H -3.16 7.18 -1.14 0.398
```

=====

Entry 2:
# C20H61F2N6O12PbS2

C20H61F2N6O12PbS2 as an isolated structure at a distorted geometry (the ωB97M-V functional and the def2-TZVPD basis, the Open Molecules 2025 dataset).

The highest occupied orbital energy comes out at -0.3626 Ha. As for the frontier orbital gap: 0.95 eV. For the LUMO energy, the calculation gives -8.913 eV. As for the total energy: -87571.128 eV. Its charge is +1. The strongest force on any atom comes out at 11.840 eV/Å.

```
104
Properties=species:S:1:pos:R:3:mulliken_charge:R:1
Pb -3.22 0.44 5.95 1.562
S -2.69 1.48 0.22 1.076
S -0.71 0.47 0.55 1.100
F -3.23 2.64 1.19 -0.264
F 0.23 -0.49 1.54 -0.354
O -3.88 0.66 -0.17 -0.553
O 1.18 -0.69 -8.28 -0.376
O -1.09 4.32 5.70 -0.646
O 6.50 -4.47 4.10 -0.313
O -1.81 -3.55 6.37 -0.642
O -2.05 2.33 -0.80 -0.472
O -7.25 1.62 5.18 -0.211
O 2.40 5.54 -2.42 -0.640
O 3.79 -6.91 -3.87 -0.289
O -2.79 13.17 -1.35 -0.316
O 0.22 1.57 0.33 -0.525
O -0.90 -0.48 -0.52 -0.527
N -1.82 0.77 1.49 -0.245
N 4.73 0.16 -6.81 -0.677
N 3.15 -8.38 -6.08 -0.766
N -6.69 -1.14 4.33 -0.536
N 3.52 -5.79 4.76 -0.727
N -1.74 9.60 -0.89 -0.735
C 4.21 -5.96 -2.80 -0.711
C 2.64 -0.66 -8.04 -0.971
C 4.53 -6.04 6.97 -1.506
C 2.71 -10.33 -4.97 -1.277
C -7.65 2.97 5.33 -0.884
C -8.16 0.92 4.48 -0.758
C -8.04 -0.71 4.67 0.164
C -3.98 10.43 -1.19 -1.436
C 2.76 -8.81 -4.78 0.465
C -2.14 12.01 -0.74 -0.740
C 4.63 -5.29 5.66 0.480
C 6.04 -5.55 5.01 -0.690
C 7.83 -4.68 3.79 -0.731
C -8.25 -1.14 6.08 -1.296
C 0.59 -1.07 -7.03 -0.645
C 3.57 -8.29 -3.59 -0.706
C 2.87 1.67 -7.19 -1.343
C -2.51 10.69 -1.44 0.551
C 3.23 0.20 -6.90 0.385
C -2.44 14.41 -0.72 -0.777
H 3.32 -7.38 -6.01 0.285
H -8.13 1.08 3.40 0.408
H -7.59 3.64 4.47 0.358
H 1.96 1.86 -6.63 0.288
H 3.70 -10.78 -4.90 0.306
H -2.35 11.91 0.32 0.355
H 3.65 -5.49 3.81 0.261
H -0.15 4.12 5.73 0.331
H -8.83 -1.21 4.11 0.345
H 4.43 -4.24 5.85 0.261
H 3.14 -0.43 -8.98 0.399
H 3.49 -6.27 7.22 0.425
H 2.87 -0.19 -5.94 0.424
H 3.59 2.44 -6.89 0.441
H 2.02 -10.91 -4.36 0.361
H -6.36 -0.77 3.44 0.264
H -7.06 3.53 6.06 0.284
H -6.85 -2.09 4.02 0.281
H 3.61 -6.80 4.82 0.255
H 3.57 -6.11 -1.93 0.258
H 7.99 -3.99 2.96 0.270
H 2.87 -1.72 -7.95 0.481
H 4.59 -8.65 -3.70 0.315
H 0.66 -0.30 -6.25 0.201
H 1.77 -8.36 -4.67 0.254
H 5.04 -7.00 6.92 0.349
H 3.17 -8.44 -2.59 0.381
H -0.80 9.66 -1.28 0.261
H -2.81 14.55 0.29 0.316
H -1.37 14.61 -0.69 0.303
H 5.24 -6.29 -2.71 0.295
H -2.26 -4.34 6.67 0.322
H 4.88 -5.58 7.89 0.382
H -4.29 10.21 -0.17 0.355
H 5.06 0.61 -7.65 0.255
H 8.50 -4.52 4.63 0.290
H -2.96 15.25 -1.18 0.276
H -8.35 -2.19 6.36 0.372
H -4.54 11.27 -1.60 0.339
H -1.06 12.14 -0.68 0.361
H -9.16 -0.67 6.46 0.349
H 2.29 -10.61 -5.94 0.346
H -2.38 10.84 -2.51 0.221
H -1.13 5.14 5.20 0.326
H -0.46 -1.36 -6.99 0.284
H 8.07 -5.63 3.31 0.320
H 1.20 -1.92 -6.75 0.311
H 2.74 1.79 -8.27 0.331
H 6.70 -5.48 5.88 0.364
H 4.23 -4.88 -2.97 0.253
H 2.29 -8.57 -6.58 0.261
H 5.00 -0.79 -6.59 0.242
H -2.08 8.73 -1.26 0.270
H -8.67 3.13 5.70 0.343
H 6.16 -6.57 4.65 0.314
H -7.42 -0.77 6.68 0.229
H -0.96 -3.86 6.05 0.333
H -9.21 1.13 4.70 0.402
H 2.22 4.78 -1.86 0.317
H 3.34 5.49 -2.59 0.323
H -4.46 9.61 -1.73 0.397
```

=====

Entry 3:
# C20H64N14O12

A 12-piece molecular cluster, C20H64N14O12 overall at a distorted geometry (the ωB97M-V functional and the def2-TZVPD basis, the Open Molecules 2025 dataset).

The highest occupied orbital energy comes out at -0.2878 Ha. As for the frontier orbital gap: 6.91 eV. For the LUMO energy, the calculation gives -0.918 eV. As for the total energy: -67202.701 eV. The strongest force on any atom comes out at 11.957 eV/Å.

```
110
Properties=species:S:1:pos:R:3:mulliken_charge:R:1
O 2.87 -3.47 -1.11 -0.572
O 0.96 -5.57 0.26 -0.640
O -1.91 2.43 -3.47 -0.803
O 2.54 2.47 0.18 -0.874
O -0.56 2.71 5.89 -0.714
O -1.55 -1.76 -0.48 -0.986
O -2.46 4.05 1.26 -0.507
O -0.32 -0.09 -5.40 -0.796
O 2.16 -2.17 2.73 -0.651
O 3.95 1.99 -2.05 -0.610
O -3.60 0.59 -0.52 0.105
O -1.42 -5.47 -2.08 -0.770
N 4.10 -2.44 0.66 -0.283
N 1.23 1.79 2.01 0.312
N 5.15 -3.04 -1.20 -0.430
N -0.97 1.94 -1.38 2.581
N 0.40 0.86 4.68 -0.171
N 1.40 2.71 4.54 -0.346
N 0.35 3.20 0.62 -0.429
N 0.02 -3.51 -1.88 0.075
N 0.79 -5.20 -2.84 -0.045
N -1.02 -0.44 -3.18 0.457
N -2.48 3.52 -1.49 0.029
N 0.33 -1.94 -4.06 -0.102
N 3.10 -0.09 2.29 -0.451
N 2.65 -0.57 4.32 -0.435
C -0.26 -4.76 -2.23 -0.071
C 1.38 2.51 0.91 0.506
C 3.30 -0.28 -2.21 -1.184
C -4.34 -0.21 -2.46 -1.134
C -3.02 3.19 1.94 1.014
C -2.23 1.93 2.11 -0.142
C 1.94 1.74 -3.04 -0.821
C -4.68 0.56 -1.15 0.494
C 0.52 -1.14 -0.18 1.131
C 0.42 2.10 5.11 0.250
C -0.85 -1.17 0.33 2.091
C -5.38 1.90 -1.36 -1.287
C 2.63 -0.98 3.08 0.207
C 3.35 1.17 -2.74 0.108
C 0.78 -4.67 1.32 -0.195
C -0.31 -0.80 -4.21 0.019
C -0.97 -1.58 1.79 -1.408
C 4.04 -3.06 -0.51 0.230
C -3.38 3.70 3.31 -1.390
C -1.79 2.60 -2.10 0.157
H -0.68 -2.91 -1.27 -0.050
H 3.43 2.30 -1.32 0.570
H -2.78 1.22 2.72 0.709
H 0.24 -2.59 -3.21 0.433
H 2.76 -0.96 -2.81 0.442
H 6.08 -2.77 -0.84 0.177
H 0.78 -4.97 -0.52 0.590
H 0.61 -6.00 -3.34 0.217
H -0.59 2.31 -0.46 -1.272
H 3.88 1.20 -3.68 0.427
H -3.12 1.39 -0.65 -0.458
H -1.32 -0.14 0.19 -0.265
H -4.05 4.56 3.21 0.528
H -1.00 -0.85 -2.23 0.041
H 1.75 -4.83 -3.00 0.194
H -5.21 -0.56 -3.06 0.432
H 2.80 -0.44 -1.24 -0.071
H 3.73 0.68 2.71 0.376
H 0.52 3.76 -0.20 0.380
H 5.09 -3.49 -2.14 0.280
H -0.43 3.50 1.19 -0.007
H -3.65 -1.02 -2.40 0.112
H -2.93 4.90 1.36 0.400
H -4.00 3.03 3.93 0.346
H -0.38 1.25 -1.76 -1.044
H -1.96 1.52 1.19 0.199
H -6.45 1.87 -1.61 0.388
H 4.31 -0.60 -2.09 0.596
H 1.02 -3.36 -1.70 0.228
H 0.70 -1.03 -1.27 -0.452
H -2.43 3.72 -0.48 0.258
H 1.15 -0.33 0.16 -1.133
H 1.44 3.73 4.74 0.308
H -3.76 0.47 -3.14 0.295
H 1.50 2.51 3.52 0.532
H -2.97 4.10 -2.15 0.344
H -2.43 -1.51 -0.23 0.537
H -3.98 2.95 1.41 -0.451
H 1.57 -3.97 1.36 -0.078
H -0.40 0.33 4.95 0.199
H 4.97 -2.15 1.10 0.210
H 3.30 -2.51 1.31 -0.014
H -1.67 0.42 -3.33 -0.308
H 1.00 -2.04 0.15 0.452
H -5.39 -0.03 -0.57 0.353
H -4.73 2.40 -2.13 0.248
H -1.81 -2.21 1.99 0.611
H 3.32 -0.51 1.39 0.125
H 1.23 1.82 -2.22 -0.072
H -2.41 3.95 3.79 0.287
H 3.06 0.38 4.61 0.312
H 0.42 1.66 2.59 0.134
H 1.92 2.68 -3.55 0.460
H 2.67 -1.32 5.01 0.262
H -0.99 -0.62 2.41 -0.422
H -1.35 2.27 2.64 -0.584
H -5.31 2.60 -0.60 0.279
H -0.15 -4.21 1.21 0.136
H 0.87 -2.21 -4.92 0.264
H 0.81 -5.17 2.31 0.426
H 1.35 1.13 -3.71 0.316
H 2.02 1.10 2.09 -0.589
H 1.29 0.37 4.40 0.303
H -0.07 -2.00 2.20 0.039
```

=====

Entry 4:
# C20H64N8O20

A 12-piece molecular cluster, C20H64N8O20 overall at a distorted geometry (the ωB97M-V functional and the def2-TZVPD basis, the Open Molecules 2025 dataset).

The highest occupied orbital energy comes out at -0.3496 Ha. As for the frontier orbital gap: 9.60 eV. For the LUMO energy, the calculation gives 0.082 eV. As for the total energy: -74649.468 eV. The strongest force on any atom comes out at 4.644 eV/Å.

```
112
Properties=species:S:1:pos:R:3:mulliken_charge:R:1
O -1.45 -5.60 -1.95 -0.765
O 0.82 0.20 1.68 0.222
O -1.37 1.77 -6.08 -0.577
O 2.93 -3.88 -0.17 -0.599
O -0.39 2.98 2.40 -0.653
O -2.95 1.24 -1.15 -0.768
O 0.06 -3.61 2.47 -0.811
O 4.59 -1.38 -3.34 -0.573
O -0.96 2.29 -3.55 -0.685
O -0.73 -0.41 -1.53 0.085
O 4.71 0.34 0.28 -0.736
O -1.39 -1.97 4.10 -0.659
O -1.90 4.45 0.76 -0.583
O -5.93 1.76 5.40 -0.552
O 0.06 0.49 4.51 -0.551
O -3.61 -0.43 3.66 -0.346
O 2.39 -2.05 1.99 -0.169
O 1.34 3.20 -2.35 -0.084
O 3.07 -3.80 -3.00 -0.625
O 3.14 6.34 -2.12 -0.581
N -1.80 -4.62 1.63 -0.408
N 3.46 2.19 0.39 -0.204
N 0.04 -4.21 0.25 -0.035
N -3.82 -0.41 0.12 -0.142
N -1.23 -3.28 -2.28 -0.107
N 3.69 1.11 -1.57 -0.195
N -3.12 1.55 1.13 -0.098
N -0.89 -4.94 -3.97 -0.418
C -0.53 4.67 0.75 -0.481
C -0.46 -0.32 5.51 -0.310
C 2.42 -2.49 -3.11 0.863
C 0.22 3.39 1.17 0.480
C 3.30 -1.61 -3.97 -0.358
C 3.99 1.20 -0.25 0.471
C 2.71 5.00 -1.92 -0.225
C -0.43 -1.83 5.11 -0.306
C 1.42 4.63 -2.65 -0.366
C -4.11 0.39 4.69 -0.423
C 3.61 -2.68 1.77 -0.862
C -5.16 1.43 4.24 -0.328
C -3.25 0.84 -0.02 0.223
C -2.20 2.66 -5.45 -0.576
C -0.44 -4.22 1.55 0.452
C -0.06 -0.48 0.81 1.320
C 3.91 -2.95 0.35 0.284
C -1.21 -4.60 -2.68 0.561
C 0.28 -0.09 -0.60 2.324
C -2.28 2.24 -4.04 -0.194
H -0.19 -1.51 1.09 -0.506
H 4.31 -1.93 2.08 0.406
H -2.51 2.33 1.04 0.031
H -0.95 -3.17 -1.34 0.093
H 1.35 -2.41 -3.40 0.055
H 3.39 -2.04 -4.96 0.369
H 4.96 -3.34 0.32 0.263
H 3.06 -4.05 -1.13 0.255
H 3.63 -3.61 2.40 0.361
H -0.55 1.72 -5.57 0.333
H -2.79 -0.88 3.90 0.444
H 4.93 -2.10 -2.85 0.307
H 1.15 -0.68 -0.88 -0.748
H 0.58 -2.07 4.68 0.138
H -3.33 1.16 2.09 0.087
H 3.00 1.63 -2.07 0.184
H -1.57 0.01 -1.32 0.054
H 3.96 -2.11 -0.32 -0.171
H -1.04 -2.40 -2.76 0.089
H 2.92 -4.28 -3.82 0.327
H 0.51 5.09 -2.14 0.182
H -0.99 1.67 -2.81 0.182
H 0.01 2.17 2.76 0.247
H 2.89 -0.59 -3.94 0.201
H -3.27 0.97 5.15 0.352
H -0.89 -4.18 -4.65 0.224
H 1.03 -4.15 0.13 0.072
H -1.32 -5.84 -4.10 0.277
H 4.14 0.36 -2.07 0.119
H -0.47 -4.90 -0.34 0.363
H -4.18 -0.65 1.04 0.176
H 0.01 2.61 0.39 -0.457
H 1.28 3.51 1.30 0.722
H -3.23 2.67 -5.89 0.333
H -4.70 2.27 3.67 0.212
H -2.71 1.24 -3.93 0.240
H 0.56 2.82 -2.79 0.340
H -4.50 -0.21 5.56 0.346
H -3.02 2.86 -3.52 0.291
H -2.15 -5.14 0.85 0.165
H 0.52 0.97 -0.58 -1.284
H -4.25 -0.81 -0.69 0.240
H 3.51 4.39 -2.34 0.233
H 1.67 -0.27 1.68 0.064
H -0.34 5.49 1.48 0.294
H 0.17 -0.05 3.72 0.330
H -2.20 4.34 1.67 0.355
H -1.52 -0.07 5.69 -0.057
H 1.78 -2.70 2.28 -0.013
H -1.08 -0.12 1.00 -0.414
H -5.31 2.06 6.09 0.318
H 2.62 2.70 0.09 -0.102
H -1.00 -2.58 3.43 0.293
H 1.39 4.80 -3.73 0.346
H 2.46 4.89 -0.87 0.107
H -0.17 4.85 -0.23 -0.054
H 0.08 -0.10 6.43 0.434
H -0.60 -2.40 6.05 0.319
H -5.88 1.00 3.54 0.256
H 2.59 -2.05 -2.12 -0.701
H 2.55 6.90 -1.55 0.335
H -2.45 -4.27 2.35 0.231
H -1.85 3.69 -5.58 0.272
H 3.51 2.04 1.36 0.309
```